# 1
DFT (ωB97M-V with the def2-TZVPD basis set) results for a molecular structure, C28H42CeIN2O6SeSiTe.

Summary:
Total charge: +1
Calculated total energy: -5384.75599 hartree
ΔE to the lowest compared entry with this formula, charge and spin: 109.5 kJ/mol

Last column: Löwdin charge in e.
Cartesian coordinates (Å):
Ce (-1.2431, -1.6916, -0.0338)  1.047
I (-2.6997, -7.1340, 1.3562)  0.925
Te (1.4594, 1.6054, 0.7655)  1.454
Se (-1.8602, -2.5997, -2.6711)  0.467
Si (-0.1125, -2.5302, -4.0874)  0.136
O (-3.2473, -3.0112, 0.2991)  -0.139
O (4.8000, -3.0444, 2.4924)  -0.035
O (-1.3452, 0.3809, 0.1674)  -0.323
O (0.5518, -2.6222, 0.4779)  -0.224
O (-1.5123, -2.0412, 2.2995)  -0.085
O (0.1904, -0.0315, -1.3470)  -0.200
N (-4.6817, -4.5418, 1.0629)  0.194
N (-1.5285, 1.4855, -2.3877)  -0.013
C (0.3502, 5.8366, 1.2467)  -0.010
C (1.8170, -1.6408, 3.8048)  -0.003
C (5.1276, -4.0781, 1.6094)  -0.066
C (0.3993, 3.0541, -2.0158)  -0.125
C (3.5349, -2.6434, 2.4424)  -0.236
C (2.6412, -2.8192, 1.3623)  0.075
C (-1.8013, 6.9387, 1.9321)  -0.056
C (3.1218, -1.9523, 3.6163)  0.020
C (1.0624, 4.6689, 0.9723)  -0.321
C (0.0965, -0.8585, -4.9086)  -0.210
C (1.6072, -2.8998, -3.3001)  -0.202
C (-3.4842, -4.1940, 0.5827)  -0.548
C (-1.0356, -1.2914, 4.4262)  0.016
C (-0.5663, -1.7699, 3.0901)  -0.301
C (2.4613, 4.7761, 0.3744)  -0.087
C (-2.3236, -5.2042, 0.6215)  -0.586
C (0.8685, -1.9509, 2.7900)  -0.081
C (-1.2838, 2.2640, -3.6659)  -0.131
C (-0.5114, -3.7784, -5.3814)  -0.240
C (-0.6267, 3.2827, 2.1765)  -0.323
C (-0.8680, 5.7284, 1.8983)  -0.251
C (1.3437, -2.4686, 1.5508)  -0.288
C (-0.2851, 0.9919, -0.4570)  -0.796
C (-0.7601, 2.2087, -1.2760)  -0.238
C (-1.3128, 4.4742, 2.3604)  -0.015
C (0.5314, 3.4557, 1.3901)  -0.395
C (-0.4767, 3.5436, -3.2114)  -0.136
C (-0.9800, 2.0105, 2.8676)  -0.096
H (6.1305, -4.3875, 1.9075)  0.106
H (0.1633, 4.0748, -3.8671)  0.090
H (0.2528, -3.7293, -6.1240)  0.024
H (1.2853, 2.4060, -2.3257)  0.130
H (-0.4729, 0.0626, -2.1202)  0.062
H (-2.2934, 2.4371, -4.1045)  0.124
H (-1.9656, -5.3020, -0.4574)  0.088
H (-0.7972, 1.5688, -4.3134)  0.060
H (-0.7366, -0.6458, -5.6050)  0.057
H (0.9588, -0.9660, -5.5379)  0.029
H (-1.4379, -3.5804, -5.9027)  0.030
H (-1.2005, 4.2864, -2.8202)  0.119
H (1.5238, -1.2564, 4.7594)  0.118
H (2.2375, -2.0350, -2.9840)  0.038
H (-2.0483, 7.2481, 3.0247)  0.111
H (-1.3233, 7.7660, 1.4053)  0.068
H (2.8055, -3.5036, 0.5385)  0.133
H (0.8145, 6.7343, 0.8252)  0.129
H (2.5927, 5.5737, -0.3744)  0.094
H (-5.4999, -3.9409, 0.9356)  0.150
H (1.5482, -3.5029, -2.3586)  0.021
H (-1.5620, -4.7562, 1.2521)  0.044
H (-1.3264, 2.8950, -0.6977)  0.133
H (-0.6993, -0.2604, 4.6642)  0.100
H (3.1597, 4.9500, 1.1582)  0.075
H (2.2415, -3.4643, -4.0242)  0.036
H (4.4100, -4.8543, 1.6652)  0.086
H (-4.8378, -5.5333, 1.1356)  0.028
H (-0.7419, -1.9404, 5.2174)  0.090
H (-2.8111, 6.8152, 1.5289)  0.073
H (-1.4389, 1.3015, 2.1121)  0.082
H (-2.1218, -1.2982, 4.3310)  0.102
H (0.7295, 3.8856, -1.3657)  0.083
H (2.8677, 3.8626, -0.0260)  0.007
H (-2.5063, 1.3759, -2.2361)  0.109
H (5.1882, -3.7695, 0.5289)  0.117
H (3.9239, -1.6816, 4.3070)  0.136
H (-0.7352, -4.8152, -5.0896)  0.044
H (-0.0671, 1.6064, 3.3227)  0.051
H (0.3827, -0.1887, -4.0875)  0.015
H (-1.6381, 2.1895, 3.7280)  0.090
H (-2.3737, 4.4640, 2.7819)  0.146

***

# 2
DFT (ωB97M-V with the def2-TZVPD basis set) results for a single C19H31N3O2S molecule.

Summary:
Calculated total energy: -1455.52433 hartree
SMILES: CCCCN1CNC(=S)N(CCc2ccc(OCC)c(OCC)c2)C1
ΔE to the lowest compared entry with this formula, charge and spin: 0.0 kJ/mol

Last column: natural (NBO) charge in e.
Cartesian coordinates (Å):
S (-1.5613, 3.5560, 0.0186)  -0.303
O (2.9979, 0.2629, 1.7300)  -0.485
O (3.7339, -1.8057, 0.4052)  -0.484
N (-1.7904, 1.2944, 1.2774)  -0.639
N (-2.2271, -0.7558, 0.1386)  -0.450
N (-1.2185, 1.1174, -0.9591)  -0.467
C (1.3147, 1.4201, 3.0889)  -0.643
C (-3.5912, -0.5573, -0.3475)  -0.220
C (3.0154, -0.8915, -0.3071)  0.258
C (1.5442, 1.1349, -1.5594)  -0.027
C (-1.5123, 1.9009, 0.0967)  0.310
C (2.9722, -4.0202, -0.3063)  -0.638
C (-4.5469, -1.5723, 0.2778)  -0.397
C (0.6630, 2.1786, -2.1805)  -0.442
C (4.1204, -3.0188, -0.2009)  -0.059
C (1.9575, 0.0243, -2.2694)  -0.234
C (1.8821, 1.2381, -0.2119)  -0.269
C (-0.7995, 1.6962, -2.2145)  -0.200
C (2.6101, 0.2495, 0.4250)  0.266
C (-5.0693, -4.0214, 0.6031)  -0.599
C (2.6877, -0.9802, -1.6488)  -0.291
C (-1.2064, -0.3288, -0.7791)  -0.039
C (-1.9718, -0.1437, 1.4147)  -0.048
C (2.7355, 1.3965, 2.5303)  -0.061
C (-4.1554, -3.0059, -0.0706)  -0.399
H (-5.5556, -1.3651, -0.0849)  0.206
H (-3.1231, -3.1702, 0.2415)  0.211
H (-5.0179, -3.9235, 1.6852)  0.200
H (1.2096, 2.2548, 3.7767)  0.217
H (3.3378, -4.9553, -0.7218)  0.214
H (-1.3669, -0.7992, -1.7525)  0.204
H (1.7125, -0.0711, -3.3169)  0.208
H (-1.4507, 2.5467, -2.4376)  0.238
H (-4.5566, -1.4570, 1.3632)  0.191
H (-1.0605, -0.5922, 1.8368)  0.191
H (1.5584, 2.1145, 0.3269)  0.221
H (0.7085, 3.0983, -1.5971)  0.237
H (-4.2019, -3.1377, -1.1536)  0.191
H (-6.1019, -3.8704, 0.2953)  0.199
H (1.1147, 0.4942, 3.6231)  0.209
H (-0.9269, 0.9334, -2.9853)  0.195
H (4.5718, -2.8384, -1.1849)  0.167
H (0.9748, 2.3978, -3.2024)  0.216
H (2.9498, 2.3197, 1.9782)  0.174
H (-2.8028, -0.3382, 2.0961)  0.202
H (2.9991, -1.8298, -2.2354)  0.217
H (2.1779, -3.6368, -0.9423)  0.210
H (-4.7770, -5.0342, 0.3369)  0.209
H (-0.2326, -0.6575, -0.3899)  0.207
H (0.5812, 1.5291, 2.2946)  0.217
H (-2.1060, 1.9106, 2.0102)  0.422
H (3.4503, 1.3142, 3.3547)  0.192
H (2.5596, -4.2090, 0.6814)  0.215
H (-3.5822, -0.7055, -1.4293)  0.198
H (-3.9491, 0.4640, -0.1532)  0.189
H (4.8944, -3.4159, 0.4623)  0.193

***

# 3
DFT (ωB97M-V with the def2-TZVPD basis set) results for a gas-phase ion, C7H12N (charge +1).

Summary:
Total charge: +1
Calculated total energy: -328.26540 hartree
SMILES: C#C[N@@+](C)(C=C)CC
ΔE to the lowest compared entry with this formula, charge and spin: 429.0 kJ/mol

Last column: natural (NBO) charge in e.
Cartesian coordinates (Å):
N (-0.2645, -0.0391, -0.2199)  -0.289
C (0.2680, 0.3167, -1.5051)  -0.418
C (2.1776, 0.1584, 0.6753)  -0.665
C (-2.6371, 0.2133, 0.5619)  -0.303
C (-1.1555, -2.4683, -0.0165)  -0.098
C (-1.5183, 0.6455, -0.0581)  -0.078
C (0.6947, 0.4193, 0.9009)  -0.191
C (-0.6051, -1.4094, -0.1070)  0.085
H (2.7957, 0.0565, 1.6578)  0.274
H (-1.6880, -3.3723, 0.1305)  0.273
H (-0.5986, 0.1787, -2.1551)  0.242
H (1.0877, -0.3979, -1.8909)  0.269
H (-3.5314, 0.8185, 0.6622)  0.250
H (0.4044, 1.4562, 1.0587)  0.231
H (2.2412, -0.8618, 0.1466)  0.232
H (0.4758, 1.3540, -1.5434)  0.240
H (0.3838, -0.0570, 1.7971)  0.240
H (2.7555, 0.9088, 0.1829)  0.242
H (-1.4385, 1.6385, -0.4267)  0.229
H (-2.8677, -0.7894, 0.9424)  0.235

***

# 4
DFT (ωB97M-V with the def2-TZVPD basis set) results for a single C5H10O molecule.

Summary:
Calculated total energy: -271.74184 hartree
SMILES: CC(C)CC=O
ΔE to the lowest compared entry with this formula, charge and spin: 28.3 kJ/mol

Last column: natural (NBO) charge in e.
Cartesian coordinates (Å):
O (1.9124, -1.2251, -1.4283)  -0.527
C (-0.2337, 0.3291, -0.2806)  -0.227
C (-1.1673, -0.8669, -0.4697)  -0.608
C (1.0025, -0.0793, 0.5081)  -0.511
C (1.9407, -0.9879, -0.2392)  0.452
C (-0.9598, 1.4944, 0.3858)  -0.599
H (-0.3049, 2.3667, 0.4953)  0.207
H (0.1197, 0.6473, -1.2688)  0.214
H (0.7344, -0.5563, 1.4662)  0.221
H (-1.8277, 1.7964, -0.2103)  0.212
H (-1.5270, -1.2380, 0.4997)  0.196
H (-1.3201, 1.2151, 1.3844)  0.200
H (2.7240, -1.4227, 0.4163)  0.102
H (1.6108, 0.7973, 0.7911)  0.236
H (-0.6619, -1.6888, -0.9868)  0.223
H (-2.0419, -0.5814, -1.0631)  0.211

***

# 5
DFT (ωB97M-V with the def2-TZVPD basis set) results for a molecular structure, C4H5O2Rb.

Summary:
Calculated total energy: -329.89061 hartree
ΔE to the lowest compared entry with this formula, charge and spin: 0.0 kJ/mol

Last column: natural (NBO) charge in e.
Cartesian coordinates (Å):
Rb (3.7235, 1.2404, -2.2417)  0.982
O (2.7701, -0.3991, 0.0397)  -0.882
O (-2.6971, 0.1550, 1.2091)  -0.707
C (0.4837, -0.2686, -0.6253)  -0.501
C (-1.5859, -0.4854, 0.7667)  0.088
C (-0.9343, -0.0005, -0.3229)  -0.315
C (1.5139, -0.1853, 0.2771)  0.242
H (-1.0570, -0.9946, 1.5777)  0.163
H (-2.5998, 1.1015, 0.8310)  0.478
H (1.2371, 0.1489, 1.3003)  0.108
H (-1.5610, 0.3127, -1.1696)  0.182
H (0.7068, -0.6251, -1.6419)  0.163

***

# 6
DFT (ωB97M-V with the def2-TZVPD basis set) results for 4 unconnected molecules or ions with the total composition C2H12O4.

Summary:
Calculated total energy: -384.34300 hartree
SMILES: CCO.O.O.O
ΔE to the lowest compared entry with this formula, charge and spin: 47.1 kJ/mol

Last column: natural (NBO) charge in e.
Cartesian coordinates (Å):
O (1.1740, -0.1383, -2.1051)  -0.958
O (-1.5533, 2.4357, 0.8623)  -0.952
O (1.5483, 3.2225, -0.6321)  -0.949
O (-0.3714, -0.4051, 0.3502)  -0.757
C (-0.9478, -1.6920, 0.5111)  -0.062
C (0.0668, -2.7375, 0.9088)  -0.636
H (-1.6553, -1.5817, 1.3390)  0.165
H (-0.1307, -0.2809, -0.5779)  0.499
H (-1.0119, 1.6811, 1.1324)  0.490
H (0.8339, -2.9082, 0.1320)  0.204
H (-1.6901, 2.9136, 1.6873)  0.459
H (1.1226, 3.4950, 0.1969)  0.480
H (1.1032, 3.7511, -1.3032)  0.469
H (1.3748, 0.8130, -2.1046)  0.490
H (-1.5454, -2.0143, -0.3499)  0.162
H (1.3779, -0.4238, -3.0002)  0.477
H (0.6449, -2.4210, 1.7749)  0.210
H (-0.3404, -3.7093, 1.1783)  0.208

***

The highest ΔE to the lowest compared entry with this formula, charge and spin belongs to which entry?
C7H12N

***

What is the formula in the third record?
C7H12N

***

Which value of calculated total energy does entry 5 give?
-329.89061 hartree

***

ΔE to the lowest compared entry with this formula, charge and spin of number 3 (C7H12N)?
429.0 kJ/mol